No. 1
A structure of composition C40H32Br2IrN3O3P, computed with wB97M-V/def2-TZVPD.

Output
M = 985.7 g mol⁻¹
Lowest unoccupied orbital energy (alpha / beta) = -0.113 / -0.163 Ha
Expectation value of S² = 6.051
Charge = +1
Gap between HOMO and LUMO (alpha / beta) = 4.8 / 6.6 eV
Spin multiplicity = 5
ΔE to the lowest compared entry with this formula, charge and spin = 0.0 kcal per mole
HOMO level (alpha / beta) = -0.289 / -0.406 hartree

Each line ends with the Löwdin charge.
Positions of all 82 atoms, in Å:
Ir  0.703  0.613  -1.223  1.36
Br  -2.516  2.383  -4.827  0.84
Br  0.509  -1.047  -8.071  0.87
P  0.859  -1.079  0.887  1.07
O  -0.377  6.173  3.012  -0.04
O  -5.889  0.693  1.530  -0.05
O  -0.655  1.252  -2.749  -0.18
N  -1.470  0.118  -0.551  -0.03
N  0.052  2.191  0.010  -0.03
N  1.295  -0.610  -2.825  -0.03
C  -5.462  -0.451  0.823  -0.20
C  2.468  -0.296  0.930  -0.43
C  1.379  -3.343  2.469  -0.08
C  -1.216  2.244  0.456  -0.18
C  1.080  -5.600  1.698  -0.07
C  0.590  -3.763  0.233  -0.11
C  -0.084  -0.438  2.301  -0.35
C  -2.138  -0.988  -0.868  -0.10
C  -3.357  0.915  0.647  0.07
C  2.450  0.574  -0.162  -0.40
C  -1.695  0.655  4.297  -0.07
C  -3.435  -1.202  -0.452  0.01
C  2.312  -1.569  -2.944  -0.29
C  0.312  0.718  2.970  -0.08
C  -0.869  0.593  -6.264  -0.17
C  -0.489  1.257  3.968  -0.07
C  0.650  -5.130  0.467  -0.07
C  -4.060  -0.234  0.330  -0.16
C  4.724  1.160  0.369  -0.07
C  0.636  -0.256  -3.987  -0.15
C  -2.057  1.061  0.179  -0.20
C  1.949  -1.764  -5.341  -0.05
C  0.958  -2.863  1.228  -0.36
C  1.445  -4.707  2.699  -0.06
C  3.079  -2.007  -1.741  -0.03
C  -0.861  4.424  1.402  -0.16
C  -1.691  3.347  1.151  0.06
C  3.597  1.320  -0.430  -0.13
C  -1.153  1.125  -5.054  -0.61
C  4.724  0.279  1.448  -0.07
C  0.863  3.229  0.263  -0.07
C  0.167  -0.361  -6.369  -0.58
C  2.616  -2.120  -4.149  -0.04
C  -0.390  0.722  -3.877  -0.38
C  -1.294  -1.044  2.644  -0.10
C  -1.347  5.655  2.127  -0.20
C  3.584  -0.456  1.739  -0.06
C  0.939  -0.817  -5.258  -0.21
C  0.451  4.350  0.948  0.03
C  -2.093  -0.501  3.636  -0.07
H  3.576  -1.151  2.571  0.11
H  0.264  -3.393  -0.733  0.10
H  -3.831  1.668  1.256  0.12
H  3.401  -2.862  -4.182  0.11
H  -2.714  3.362  1.499  0.12
H  -3.025  -0.983  3.901  0.11
H  1.642  -2.650  3.259  0.11
H  2.424  -2.282  -0.918  0.03
H  -6.808  0.580  1.789  0.10
H  1.777  -5.076  3.660  0.11
H  1.255  1.190  2.721  0.11
H  -1.604  -1.710  -1.474  0.12
H  5.613  0.168  2.053  0.11
H  -2.297  5.447  2.628  0.13
H  1.147  5.156  1.131  0.13
H  -6.110  -0.661  -0.035  0.14
H  -0.325  5.613  3.793  0.10
H  -1.418  0.884  -7.148  0.10
H  3.758  -1.235  -1.383  0.08
H  -1.531  6.443  1.394  0.14
H  -0.162  2.142  4.497  0.11
H  -3.949  -2.111  -0.735  0.13
H  -5.467  -1.340  1.467  0.14
H  3.639  1.998  -1.276  0.10
H  0.363  -5.825  -0.311  0.11
H  3.670  -2.884  -1.999  0.09
H  1.875  3.141  -0.102  0.10
H  5.620  1.725  0.144  0.11
H  2.214  -2.216  -6.283  0.07
H  -1.606  -1.952  2.140  0.11
H  -2.316  1.073  5.078  0.11
H  1.129  -6.665  1.882  0.11

Cartesian forces, eV/Å:
-0.052 -0.016 0.279
-0.006 0.007 0.004
-0.006 0.004 -0.001
-0.004 0.039 0.059
-0.005 0.017 -0.009
0.009 -0.002 0.002
0.015 0.160 0.059
-0.024 -0.103 -0.146
0.118 -0.040 -0.025
-0.046 -0.077 -0.050
0.006 -0.020 0.018
-0.015 -0.066 0.003
-0.002 0.017 0.001
-0.014 -0.003 0.034
0.006 0.008 -0.001
0.002 -0.002 -0.007
-0.008 0.028 -0.027
-0.042 0.004 0.011
-0.026 0.004 -0.058
0.021 0.058 -0.077
-0.004 -0.012 -0.017
0.024 0.006 0.008
-0.023 0.022 -0.024
0.025 0.007 0.015
0.021 -0.021 0.006
0.001 -0.001 -0.001
-0.008 0.000 0.004
-0.003 0.015 0.000
-0.015 -0.009 0.009
0.027 0.000 -0.006
0.010 0.002 -0.026
0.009 -0.007 0.017
0.001 0.006 -0.006
-0.004 -0.004 0.002
-0.022 0.003 0.021
0.048 0.016 -0.023
-0.017 -0.002 -0.043
0.027 0.001 -0.020
0.010 -0.022 -0.025
-0.016 0.011 -0.003
-0.026 -0.005 -0.007
-0.026 0.019 -0.010
-0.015 -0.008 0.004
-0.027 -0.016 -0.047
0.042 -0.016 0.035
0.032 0.007 0.015
0.030 0.004 0.001
0.002 -0.007 -0.010
-0.004 -0.018 0.040
0.014 -0.004 0.009
0.006 0.004 0.000
0.002 0.004 -0.006
-0.002 0.003 0.004
0.009 -0.007 -0.001
0.001 0.001 -0.001
-0.010 0.001 -0.001
-0.005 0.001 0.005
-0.006 0.005 0.013
-0.007 0.000 0.004
-0.001 -0.002 0.003
-0.006 0.005 -0.011
0.006 -0.009 -0.001
0.010 -0.003 0.006
0.014 -0.011 0.015
-0.006 0.010 0.006
0.006 0.013 0.000
-0.005 0.005 0.010
-0.005 0.005 0.001
0.007 0.046 0.020
-0.034 -0.020 -0.007
0.002 0.009 0.001
-0.005 -0.014 -0.003
-0.011 0.004 -0.019
-0.002 -0.003 -0.008
0.001 -0.004 -0.005
0.007 0.002 0.002
-0.001 -0.003 -0.004
0.004 0.002 -0.001
0.000 -0.002 -0.005
-0.003 -0.020 -0.015
-0.008 0.004 0.011
0.002 -0.008 0.001

No. 2
A structure of composition C40H34F3N7O2STi, computed with wB97M-V/def2-TZVPD.

Output
M = 781.7 g mol⁻¹
Lowest unoccupied orbital energy = -0.040 Ha
Charge = 0
Gap between HOMO and LUMO = 7.2 eV
HOMO level = -0.304 hartree

Each line ends with the Löwdin charge.
Positions of all 88 atoms, in Å:
Ti  -0.703  0.099  -0.121  1.10
S  -1.221  1.231  -2.687  0.80
F  1.958  1.549  -5.894  0.13
F  -0.034  0.755  -5.696  0.13
F  0.446  2.697  -4.883  0.14
O  -2.581  3.768  -0.017  0.12
O  -3.310  -3.063  0.629  0.11
N  -0.992  2.092  0.291  -0.04
N  -2.747  0.304  0.006  0.04
N  7.472  0.388  2.000  0.15
N  -1.387  -1.752  0.539  -0.01
N  -1.635  -1.877  -2.672  0.03
N  0.785  0.055  -1.554  -0.08
N  -1.644  -2.559  -4.767  0.07
C  2.930  -0.428  -2.464  -0.03
C  -0.661  -2.768  1.258  -0.22
C  0.873  3.713  0.307  -0.21
C  -0.159  3.047  0.969  -0.21
C  -0.900  -2.107  -3.727  -0.22
C  2.081  0.192  1.712  -0.26
C  1.366  4.920  2.348  -0.08
C  1.208  3.444  -1.133  -0.02
C  -0.793  -2.832  2.650  -0.22
C  1.622  4.650  1.014  -0.06
C  6.324  0.344  1.955  -0.19
C  2.850  -0.978  1.748  -0.05
C  4.880  0.289  1.889  -0.24
C  4.229  -0.940  1.827  -0.02
C  -0.451  3.330  2.311  -0.21
C  0.332  4.258  2.990  -0.04
C  2.555  0.246  -3.637  0.02
C  0.862  -4.591  2.703  -0.08
C  0.593  0.060  1.612  -0.11
C  2.019  -0.496  -1.457  -0.12
C  -2.728  -2.019  0.419  -0.49
C  -1.712  -1.925  3.430  -0.02
C  -1.612  2.699  3.037  -0.03
C  2.749  1.408  1.840  -0.01
C  0.376  0.691  -2.686  -0.73
C  0.957  -4.539  1.322  -0.05
C  -3.256  1.516  -0.189  -0.20
C  -4.874  -0.692  -0.068  0.03
C  -2.237  2.608  -0.009  -0.51
C  -3.507  -0.781  0.071  -0.18
C  -2.950  -2.620  -4.342  -0.09
C  -0.022  -3.750  3.355  -0.04
C  -5.423  0.563  -0.304  0.00
C  0.912  1.460  -5.052  -0.61
C  4.131  1.461  1.915  -0.01
C  0.192  -3.643  0.582  -0.20
C  1.309  0.797  -3.756  -0.13
C  -2.922  -2.198  -3.048  -0.13
C  -4.609  1.692  -0.354  0.04
C  0.258  -3.671  -0.919  -0.03
H  -2.476  3.369  3.024  0.09
H  1.813  4.257  -1.535  0.09
H  -2.281  -1.251  2.795  0.06
H  -0.118  -3.794  4.434  0.12
H  -3.752  -2.948  -4.978  0.11
H  -3.758  -2.114  -2.372  0.09
H  1.962  5.649  2.882  0.10
H  0.312  3.339  -1.744  0.05
H  2.421  5.171  0.499  0.11
H  -1.355  2.510  4.080  0.09
H  -1.139  -1.314  4.130  0.09
H  1.462  -5.295  3.266  0.10
H  1.621  -5.216  0.798  0.11
H  4.805  -1.856  1.847  0.12
H  0.113  4.469  4.030  0.11
H  -1.303  -2.771  -5.688  0.15
H  3.251  0.327  -4.460  0.13
H  -5.470  -1.589  0.023  0.13
H  2.248  -0.995  -0.532  0.09
H  0.348  -0.917  2.009  0.03
H  0.926  -4.466  -1.252  0.08
H  0.616  -2.730  -1.338  0.04
H  4.633  2.417  1.997  0.12
H  2.187  2.326  1.884  0.08
H  3.907  -0.873  -2.347  0.11
H  0.084  0.811  2.218  0.06
H  -6.494  0.668  -0.420  0.12
H  -4.996  2.693  -0.491  0.13
H  -0.728  -3.838  -1.348  0.08
H  1.794  2.525  -1.230  0.08
H  -1.924  1.757  2.591  0.06
H  0.167  -1.962  -3.802  0.13
H  -2.422  -2.515  4.011  0.09
H  2.347  -1.941  1.725  0.11

Cartesian forces, eV/Å:
0.487 0.284 0.398
-0.012 -0.221 0.239
0.112 -0.018 -0.051
-0.121 -0.101 -0.054
-0.040 0.188 0.066
0.042 0.158 -0.007
0.037 -0.146 0.021
-0.348 0.098 0.087
-0.466 0.060 -0.199
0.020 -0.007 -0.003
-0.329 0.008 0.010
-0.266 -0.081 -0.004
0.481 -0.233 -0.163
-0.018 0.001 -0.044
0.116 0.059 -0.193
-0.093 0.165 -0.161
0.082 0.100 -0.030
-0.151 -0.082 -0.055
-0.003 -0.004 -0.073
-0.290 -0.178 0.059
-0.038 -0.039 -0.017
-0.040 0.025 0.033
-0.030 -0.001 0.100
0.018 0.011 -0.006
-0.352 0.002 -0.019
0.049 -0.156 0.003
0.350 0.018 0.046
-0.040 -0.054 -0.036
0.015 0.029 0.098
0.064 -0.011 -0.034
0.124 -0.027 0.038
-0.024 -0.008 0.003
0.304 0.151 -0.198
-0.309 0.120 0.030
0.250 0.119 -0.038
0.023 0.005 -0.014
0.028 0.013 -0.004
0.070 0.067 -0.094
0.021 -0.140 -0.058
-0.014 -0.016 -0.022
0.137 -0.145 0.188
-0.197 0.017 -0.055
0.191 -0.217 0.120
0.211 0.126 -0.031
0.144 0.044 -0.016
0.031 0.007 0.011
-0.008 0.019 0.007
0.019 -0.087 0.129
-0.054 0.069 -0.015
0.099 -0.107 -0.073
-0.017 0.076 -0.127
0.025 0.032 0.066
-0.193 -0.012 -0.057
0.041 0.005 0.059
0.010 -0.004 -0.040
-0.016 -0.010 0.000
0.002 0.010 -0.019
0.003 0.001 -0.019
0.019 -0.001 -0.002
0.066 -0.004 0.005
-0.007 -0.013 -0.009
0.003 -0.002 0.018
-0.011 0.006 0.014
-0.002 0.031 -0.005
0.003 -0.017 0.005
0.000 0.009 -0.004
0.000 0.002 0.010
-0.014 0.011 0.009
0.009 -0.003 -0.015
-0.020 0.003 0.038
0.009 -0.002 -0.010
-0.014 0.016 -0.012
-0.006 -0.051 0.121
-0.102 -0.020 0.062
0.008 0.002 0.010
-0.031 0.001 0.016
-0.012 -0.014 0.008
-0.037 0.059 0.020
-0.007 0.016 -0.032
0.022 0.067 0.005
0.002 0.002 -0.006
-0.018 -0.017 -0.001
-0.006 -0.004 0.025
0.007 -0.015 0.018
0.013 -0.049 -0.019
-0.026 -0.003 0.000
0.008 -0.005 -0.027
0.007 0.016 -0.029

Q: The lowest charge belongs to which entry?
A: C40H34F3N7O2STi